Here is a single C10H14I2O molecule at a distorted geometry from OMol25. Energies are from ωB97M-V with the def2-TZVPD basis set.

The geometry in ORCA input format:
```
! wB97M-V def2-TZVPD RIJCOSX def2/J DEFGRID3
* xyz 0 1
C 0.8811 -0.9581 1.0561
C 0.9942 -0.1793 -1.7293
C 0.1861 -1.3813 -1.1534
C 1.0923 0.7716 -0.5643
C -0.3463 -0.8355 0.1994
C 1.9381 0.0395 0.5296
C -0.3382 0.7299 0.0066
C -1.5240 -1.5015 0.8798
C -1.4231 1.2491 -0.9432
C -0.5114 1.4948 1.3255
O 0.8529 -1.7217 2.0006
I 2.7222 1.2506 2.1840
I 3.6257 -1.0669 -0.1505
H 1.9163 -0.4405 -2.0680
H 0.4352 0.4043 -2.5905
H -0.6362 -1.6127 -1.7811
H 0.9329 -2.1872 -1.0265
H 1.4777 1.7069 -0.7327
H -1.3119 -2.5653 0.9928
H -2.5476 -1.4125 0.3056
H -1.6116 -1.0838 1.8450
H -2.3711 1.3775 -0.5238
H -1.6680 0.7372 -1.8503
H -1.0248 2.1279 -1.3363
H -1.5351 1.7178 1.5644
H -0.0401 2.5003 1.3120
H -0.1650 0.8392 2.2486
*
```

Results
Energy   -1060.02337 Ha
HOMO energy   -9.03 eV
LUMO   -0.15 eV
Energy above the lowest of the compared OMol25 structures with the same formula, charge and spin   0.0 kJ/mol
HOMO-LUMO gap   8.873 eV

Here is a molecular structure, C29H27BBaF4N2OPSe2 at a distorted geometry from OMol25. Energies are from ωB97M-V with the def2-TZVPD basis set.

The geometry in ORCA input format:
```
! wB97M-V def2-TZVPD RIJCOSX def2/J DEFGRID3
* xyz 1 1
Ba -1.8534 0.2266 -0.0806
Se -0.4946 1.5010 -2.6288
Se -2.8059 2.2272 -2.5282
C -2.4186 3.6339 -1.1797
C -3.4418 4.4915 -0.7975
C -3.1200 5.4671 0.1279
C -1.8206 5.5481 0.6179
C -0.8908 4.6322 0.1668
N -1.1908 3.6769 -0.7207
C -1.0463 -0.2382 -3.3528
C -0.8118 -0.5025 -4.6901
C -1.1766 -1.7480 -5.1841
C -1.7712 -2.6599 -4.3323
C -1.9784 -2.2980 -3.0097
N -1.6134 -1.1154 -2.5159
H -4.4389 4.4139 -1.2081
H -3.8785 6.1666 0.4548
H -1.5289 6.3047 1.3325
H 0.1316 4.6569 0.5243
H -0.3588 0.2487 -5.3210
H -1.0060 -1.9911 -6.2247
H -2.0823 -3.6370 -4.6731
H -2.4552 -2.9835 -2.3191
C 1.5747 -5.7045 0.6647
C 2.5165 -4.9474 -0.0177
C 2.3882 -3.5672 -0.0744
C 1.3122 -2.9314 0.5427
C 0.3707 -3.7008 1.2227
C 0.5032 -5.0805 1.2877
P 1.0969 -1.1303 0.5825
C 1.8144 -0.5768 2.1498
C 0.9569 0.0238 3.0642
C 1.4147 0.4272 4.3152
C 2.7429 0.2291 4.6517
C 3.6126 -0.3757 3.7479
C 3.1490 -0.7794 2.5096
C 2.1558 -0.4509 -0.7336
C 2.9887 0.6405 -0.5030
C 3.6529 1.2592 -1.5566
C 3.4892 0.7985 -2.8526
C 2.6534 -0.2856 -3.0955
C 1.9882 -0.9007 -2.0464
H 1.6769 -6.7807 0.7140
H 3.3583 -5.4252 -0.5011
H 3.1368 -2.9857 -0.5973
H -0.4781 -3.2391 1.7167
H -0.2357 -5.6613 1.8234
H -0.0934 0.1774 2.8355
H 0.7319 0.8842 5.0193
H 3.0989 0.5402 5.6253
H 4.6473 -0.5356 4.0201
H 3.8265 -1.2609 1.8134
H 3.1267 1.0174 0.5028
H 4.3018 2.1019 -1.3564
H 4.0125 1.2798 -3.6682
H 2.5209 -0.6600 -4.1027
H 1.3378 -1.7417 -2.2632
F -3.2629 -0.6579 1.7898
B -4.3186 -0.4271 0.8529
F -4.2460 0.9841 0.4938
F -3.9606 -1.1782 -0.3560
F -5.5216 -0.7663 1.3232
C -1.7644 2.6425 3.2796
O -2.1680 2.2848 1.9563
H -2.1024 1.9018 4.0072
H -2.1465 3.6274 3.5516
H -0.6765 2.6741 3.2862
H -3.1314 2.2353 1.9172
*
```

Results
Energy   -6900.21701 Ha
HOMO energy   -11.01 eV
LUMO   -3.38 eV
Energy above the lowest of the compared OMol25 structures with the same formula, charge and spin   44.5 kJ/mol
HOMO-LUMO gap   7.632 eV

Here is 2 unconnected molecules or ions with the total composition C39H46F6N3S2 at a distorted geometry from OMol25. Energies are from ωB97M-V with the def2-TZVPD basis set.

The geometry in ORCA input format:
```
! wB97M-V def2-TZVPD RIJCOSX def2/J DEFGRID3
* xyz 1 1
C -3.4702 -1.6578 3.1436
C -2.4852 -2.5616 2.4013
C -3.0325 -3.9824 2.2570
C -1.1145 -2.5302 3.0781
C -0.8793 -3.3701 4.1708
C 0.3215 -3.3103 4.8725
C 1.2908 -2.3823 4.4970
C 1.0782 -1.5119 3.4276
C 2.1774 -0.5035 3.0804
C 3.4497 -1.2071 2.6130
C 2.4286 0.4611 4.2359
C -0.1267 -1.5921 2.7092
N -0.3609 -0.6695 1.6267
N -0.3773 0.6716 1.8428
N -0.6093 1.2216 0.6114
C -0.6688 2.6535 0.4447
C 0.2423 3.3280 -0.4022
C 1.4072 2.5995 -1.0752
C 2.3945 2.0138 -0.0680
C 2.1325 3.4508 -2.1190
C 0.1055 4.7108 -0.5464
C -0.8678 5.4200 0.1501
C -1.7243 4.7423 1.0084
C -1.6329 3.3589 1.1733
C -2.6177 2.6946 2.1418
C -4.0569 2.8816 1.6655
C -2.4101 3.1984 3.5693
C -0.7337 0.2374 -0.3466
C -1.0557 0.5372 -1.7226
C -2.1677 1.3471 -2.0538
C -2.4439 1.6527 -3.3723
C -3.6880 2.4484 -3.6887
F -3.5284 3.2470 -4.7874
F -4.7670 1.6318 -3.9364
F -4.0501 3.2679 -2.6451
C -1.6190 1.2108 -4.4037
C -0.5020 0.4429 -4.0877
C 0.4466 0.0575 -5.1993
F 1.5261 -0.6583 -4.7452
F -0.1616 -0.7130 -6.1577
F 0.9542 1.1631 -5.8370
C -0.2548 0.0389 -2.7841
C -0.5101 -0.9818 0.2662
C -0.4476 -2.2591 -0.2676
H -3.0970 -0.6262 3.1857
H -4.4444 -1.6513 2.6410
H -3.6106 -2.0113 4.1743
H -2.3500 -2.1758 1.3879
H -2.2829 -4.6284 1.7855
H -3.3110 -4.4070 3.2289
H -3.9245 -3.9738 1.6198
H -1.6534 -4.0752 4.4827
H 0.4983 -3.9832 5.7138
H 2.2359 -2.3242 5.0424
H 1.7949 0.0928 2.2486
H 3.2218 -1.8665 1.7657
H 4.1980 -0.4753 2.2858
H 3.8868 -1.8157 3.4167
H 1.4894 0.9601 4.5029
H 2.8123 -0.0625 5.1213
H 3.1526 1.2297 3.9413
H 0.9748 1.7550 -1.6295
H 1.9035 1.2921 0.5928
H 3.2015 1.4915 -0.5977
H 2.8334 2.8053 0.5564
H 1.4231 3.8477 -2.8554
H 2.6743 4.2837 -1.6521
H 2.8609 2.8324 -2.6583
H 0.7864 5.2552 -1.1998
H -0.9485 6.5014 0.0289
H -2.4868 5.2833 1.5701
H -2.3921 1.6244 2.1546
H -4.1745 2.5004 0.6424
H -4.7482 2.3347 2.3169
H -4.3400 3.9432 1.6694
H -1.3747 3.0112 3.8761
H -2.6131 4.2741 3.6525
H -3.0726 2.6628 4.2581
H -2.8182 1.7005 -1.2585
H -1.8491 1.4634 -5.4302
H 0.5743 -0.6226 -2.5410
H -0.6419 -2.3478 -1.3279
H -0.2192 -3.0950 0.3811
C 4.6487 -4.5979 -4.2289
C 4.7018 -3.1319 -3.8227
S 3.6238 -2.7486 -2.3955
C 2.1394 -3.3715 -2.8947
S 1.9286 -4.8589 -3.6556
C 3.2948 -4.8711 -4.8676
H 5.4414 -4.8030 -4.9582
H 4.8084 -5.2458 -3.3611
H 5.7047 -2.8474 -3.4817
H 4.3951 -2.4816 -4.6524
H 1.2380 -2.8485 -2.5734
H 3.0629 -4.1207 -5.6341
H 3.2519 -5.8746 -5.3081
*
```

Results
Energy   -3073.26410 Ha
HOMO energy   -8.81 eV
LUMO   -5.64 eV
Energy above the lowest of the compared OMol25 structures with the same formula, charge and spin   0.0 kJ/mol
HOMO-LUMO gap   3.165 eV

Here is a molecular structure, C36H38N2O3OsP2 at a distorted geometry from OMol25. Energies are from ωB97M-V with the def2-TZVPD basis set.

The geometry in ORCA input format:
```
! wB97M-V def2-TZVPD RIJCOSX def2/J DEFGRID3
* xyz 2 1
Os -0.3201 0.5675 0.3446
O 2.1459 0.6144 -0.7728
C 3.0701 -0.3781 -0.5295
C 1.9655 -1.6742 0.5371
O 2.4661 -2.7305 0.6424
O 0.9340 -1.0716 0.8237
C 3.3964 -1.1126 -1.7803
C 3.9516 -2.3981 -1.8375
C 4.3085 -2.9517 -3.0520
C 4.1160 -2.2466 -4.2337
C 3.5438 -0.9847 -4.1957
C 3.1754 -0.4256 -2.9852
C 4.0362 -0.1012 0.5608
C 5.0525 -1.0175 0.8788
C 5.9650 -0.7431 1.8773
C 5.8934 0.4500 2.5844
C 4.8890 1.3626 2.2929
C 3.9612 1.0871 1.3064
H 2.4307 1.4444 -0.3626
H 4.0617 -2.9967 -0.9503
H 4.7311 -3.9466 -3.0774
H 4.4047 -2.6853 -5.1792
H 3.3907 -0.4283 -5.1103
H 2.7492 0.5661 -2.9703
H 5.1392 -1.9455 0.3435
H 6.7428 -1.4604 2.0992
H 6.6175 0.6673 3.3578
H 4.8273 2.2961 2.8356
H 3.1954 1.8335 1.1469
C -1.2242 -0.6603 3.1150
N -0.8157 0.5331 2.3429
C -0.4161 1.5656 3.0222
C 0.2533 2.6041 2.3169
C 0.8609 3.8111 2.6261
C 1.4528 4.2723 1.4378
C 1.1962 3.3311 0.4546
N 0.4888 2.2980 0.9855
C -2.5856 -1.2369 2.8549
C -3.7239 -0.4388 2.8658
C -4.9841 -1.0084 2.7658
C -5.1176 -2.3899 2.6918
C -3.9884 -3.1951 2.7273
C -2.7281 -2.6187 2.8035
H -1.1707 -0.3704 4.1679
H -0.4572 -1.4213 2.9630
H -0.5584 1.5874 4.0967
H 0.8682 4.3034 3.5849
H 1.9973 5.1929 1.3064
H 1.4602 3.3576 -0.5947
H -3.6265 0.6329 2.9885
H -5.8660 -0.3813 2.7790
H -6.1011 -2.8362 2.6358
H -4.0884 -4.2720 2.6993
H -1.8477 -3.2516 2.8394
C -1.7298 3.6201 -0.7799
P -2.1137 1.8812 -0.4537
C -3.6141 1.9566 0.5504
C -2.6159 1.1718 -2.0418
C -3.3133 1.9190 -2.9896
C -3.7317 1.3254 -4.1689
C -3.4639 -0.0166 -4.4079
C -2.7752 -0.7654 -3.4683
C -2.3420 -0.1736 -2.2837
P -1.4984 -1.1279 -0.9942
C -2.7351 -2.2999 -0.3900
C -0.2679 -2.1623 -1.8397
H -2.6393 4.1267 -1.1026
H -0.9689 3.7217 -1.5517
H -1.3765 4.0907 0.1378
H -4.3807 2.5239 0.0211
H -3.3941 2.4483 1.4986
H -3.9777 0.9494 0.7442
H -3.5354 2.9642 -2.8190
H -4.2679 1.9097 -4.9040
H -3.7924 -0.4782 -5.3291
H -2.5804 -1.8121 -3.6667
H -3.1366 -2.8588 -1.2372
H -3.5425 -1.7716 0.1181
H -2.2799 -2.9915 0.3145
H -0.7283 -2.7009 -2.6679
H 0.1286 -2.8929 -1.1336
H 0.5540 -1.5561 -2.2262
*
```

Results
Energy   -2502.70084 Ha
HOMO energy (alpha / beta)   -12.82 / -12.82 eV
LUMO (alpha / beta)   -8.71 / -8.71 eV
Energy above the lowest of the compared OMol25 structures with the same formula, charge and spin   189.4 kJ/mol
HOMO-LUMO gap (alpha / beta)   4.108 / 4.112 eV

Here is 3 unconnected molecules or ions with the total composition C14H32Cl2N5O2S2 from OMol25. Energies are from ωB97M-V with the def2-TZVPD basis set.

The geometry in ORCA input format:
```
! wB97M-V def2-TZVPD RIJCOSX def2/J DEFGRID3
* xyz 1 1
C 6.3117 0.7300 -0.1034
C 4.9814 0.0242 0.1829
Cl 3.9566 1.0685 1.2174
C 5.1945 -1.3042 0.9091
Cl 6.4082 -2.3005 0.1008
S 3.7258 -2.4498 1.1602
S 3.4097 -3.3453 -0.6460
C 2.1747 -1.5311 1.3358
C 1.0923 -2.4840 1.8489
C -0.2721 -1.9112 1.4693
C -1.4356 -2.7060 2.0675
N -2.5689 -1.8115 2.2112
C -3.7598 -2.2016 2.8019
N -4.5759 -1.2984 3.1748
N -3.9285 -3.6088 2.8207
H 6.6681 0.4872 -1.1045
H 7.0781 0.4445 0.6192
H 6.1739 1.8068 -0.0284
H 4.4381 -0.1596 -0.7462
H 5.5531 -1.1458 1.9286
H 3.7865 -4.5490 -0.1850
H 2.3735 -0.7228 2.0396
H 1.9151 -1.0978 0.3663
H 1.1875 -2.5726 2.9358
H 1.2155 -3.4910 1.4329
H -0.3332 -0.8672 1.7864
H -0.3688 -1.9017 0.3820
H -1.7132 -3.5158 1.3874
H -1.1324 -3.1810 3.0165
H -2.3017 -0.8906 2.5342
H -5.4323 -1.6949 3.5503
H -4.9101 -3.8355 2.9429
H -3.4103 -4.0385 3.5803
C -3.8516 1.1001 0.6670
C -2.5106 1.5786 0.1534
O -1.5540 0.8117 0.0246
N -2.3919 2.8853 -0.1544
C -3.3956 3.9212 -0.0390
H -3.7903 0.0376 0.8688
H -4.1223 1.6125 1.5907
H -4.6367 1.2829 -0.0676
H -1.4920 3.1563 -0.5295
H -3.6012 4.3677 -1.0130
H -3.0619 4.7137 0.6322
H -4.3202 3.5104 0.3536
C -1.4318 3.1143 -4.5258
C -0.4838 3.0049 -3.3558
O -0.5814 3.7357 -2.3819
N 0.4872 2.0583 -3.4162
C 0.7468 1.1107 -4.4778
H -2.1346 3.9129 -4.3103
H -0.8981 3.3474 -5.4478
H -1.9803 2.1832 -4.6733
H 1.0703 2.0312 -2.5950
H 0.6445 0.0835 -4.1213
H 1.7512 1.2399 -4.8853
H 0.0371 1.2550 -5.2859
*
```

Results
Energy   -2693.43887 Ha
HOMO energy   -10.75 eV
LUMO   -3.99 eV
Energy above the lowest of the compared OMol25 structures with the same formula, charge and spin   0.0 kJ/mol
HOMO-LUMO gap   6.758 eV

Here is 11 unconnected molecules or ions with the total composition C17H32Cl20N3O5S at a distorted geometry from OMol25. Energies are from ωB97M-V with the def2-TZVPD basis set.

The geometry in ORCA input format:
```
! wB97M-V def2-TZVPD RIJCOSX def2/J DEFGRID3
* xyz -1 1
N 0.3245 -3.1453 1.1541
C -0.4822 -2.8918 -0.0638
C -0.8732 -4.2563 -0.7227
O -0.4304 -5.2998 -0.2157
O -1.5937 -4.1464 -1.7384
N -1.6507 -2.0984 0.2047
C -1.3975 -0.7126 0.5060
O -1.4810 0.0535 -0.6897
C -0.3219 0.7588 -1.0026
O 0.5570 -0.0512 -1.7449
C 1.8856 -0.1375 -1.2738
C 2.8330 0.2880 -2.3932
O 2.9286 -0.7703 -3.3335
N -2.4956 -2.7548 1.2094
C -3.5646 -2.9889 0.6575
S -4.7639 -3.6529 -0.0633
H 1.1398 -3.6558 0.8310
H 0.6985 -2.2522 1.4765
H 0.1345 -2.3933 -0.8118
H -2.1906 -0.3662 1.1694
H -0.4482 -0.5385 1.0274
H -0.6337 1.5976 -1.6246
H 0.1436 1.1582 -0.0965
H 2.0793 0.4718 -0.3896
H 2.1528 -1.1684 -1.0266
H 2.4127 1.1728 -2.8750
H 3.8201 0.4719 -1.9754
H 2.0358 -1.0051 -3.6085
C -3.2363 -4.9907 3.8668
Cl -4.7634 -5.4515 3.1117
Cl -3.5309 -4.3549 5.5016
H -2.5923 -5.8584 3.9359
H -2.7655 -4.2193 3.2648
C -4.9628 0.1859 2.8342
Cl -4.1518 -1.1709 3.6028
Cl -4.2553 1.7437 3.3049
H -4.8193 0.0451 1.7721
H -6.0123 0.1890 3.1015
C -2.7788 4.5914 0.9399
Cl -2.4507 3.0471 0.1612
Cl -1.9963 5.9423 0.0908
H -3.8458 4.7582 0.9423
H -2.3976 4.5583 1.9540
C -1.7223 -3.5191 -4.0538
Cl -2.8237 -2.1340 -4.2141
Cl -0.2978 -3.3265 -5.0949
H -1.3991 -3.6057 -3.0153
H -2.2530 -4.4117 -4.3598
C 4.7234 3.2627 0.5770
Cl 4.1725 1.6794 1.1317
Cl 3.4367 4.4782 0.6530
H 5.5419 3.5837 1.2074
H 5.0485 3.1654 -0.4530
C 2.9967 -1.0503 4.1979
Cl 2.1605 -0.9679 2.6421
Cl 4.3020 0.1389 4.3167
H 2.2804 -0.8599 4.9878
H 3.4208 -2.0414 4.3026
C 5.4368 -3.2343 -2.4992
Cl 6.5350 -1.8927 -2.1235
Cl 4.3610 -3.6358 -1.1635
H 4.8317 -2.9547 -3.3539
H 6.0409 -4.1046 -2.7257
C -4.1996 8.5981 1.1516
Cl -4.9350 7.1055 1.7449
Cl -5.4000 9.8741 0.9052
H -3.4758 8.9390 1.8817
H -3.7140 8.3874 0.2069
C -4.5841 0.3153 -2.2811
Cl -4.4960 1.9635 -2.9233
Cl -4.5510 0.2843 -0.5178
H -5.5080 -0.1386 -2.6181
H -3.7301 -0.2477 -2.6375
C 8.4347 3.1031 -1.4340
Cl 6.8630 2.7127 -2.1433
Cl 8.2962 3.8483 0.1636
H 9.0035 2.1863 -1.3377
H 8.9439 3.7971 -2.0915
*
```

Results
Energy   -10809.39796 Ha
HOMO energy   -5.33 eV
LUMO   1.63 eV
HOMO-LUMO gap   6.956 eV